C9H19N5O4 | wB97M-V/def2-TZVPD

ORCA input file:
```
! RIJCOSX wB97M-V def2-TZVPD def2/J DEFGRID3
* xyz 0 1
H -0.078 -0.582 -2.942
H -0.323 -0.208 0.342
N -0.070 3.396 -1.025
C -0.865 -2.399 -0.418
C 0.619 -2.417 1.692
H -1.261 2.154 -1.843
C 0.526 1.065 -1.172
H 0.885 -3.171 2.399
H -0.617 4.764 1.707
H 1.087 -1.660 -0.852
H -1.636 1.907 0.207
H 1.271 0.836 -1.824
H -1.911 -0.480 2.791
C -0.207 2.220 -1.828
H -1.088 -3.424 1.225
H -1.463 0.089 -0.809
H 2.680 -1.935 1.819
N -1.479 2.798 0.756
H -0.426 5.641 0.270
O -1.316 -1.049 2.267
H 0.924 3.515 -0.641
H 1.768 -1.290 0.518
N -0.529 4.768 0.638
O 0.706 -0.427 3.052
C -0.397 -0.060 -0.733
N -0.350 -2.908 0.808
H 0.836 1.583 -0.203
C -0.798 3.606 0.037
H -0.534 -2.276 -3.097
C 0.012 -1.435 -1.122
C 2.038 -2.198 1.078
N -0.032 -1.536 -2.525
H 0.207 2.415 -2.784
H 1.528 -4.128 0.321
O -1.973 -2.570 -0.824
O 2.255 -3.407 0.253
C 0.010 -1.196 2.459
*
```

Summary:
HOMO-LUMO gap   9.1 eV
Relative energy (zero: lowest compared OMol25 entry of this formula, charge and spin)   105.1 kcal per mole
SMILES string   [H]/N=C(/N)NCCC[C@H](N)C(=O)N[C@@H](CO)C(=O)O

---

C9H19NO2P | wB97M-V/def2-TZVPD

ORCA input file:
```
! RIJCOSX wB97M-V def2-TZVPD def2/J DEFGRID3
* xyz 1 1
H -4.215 0.188 -1.186
C -2.414 -1.832 -0.377
C -0.109 2.450 0.770
H -3.384 -2.388 -0.236
H 0.069 2.526 -1.397
H 1.089 -2.404 -0.132
H 1.928 -1.580 -1.407
C 1.838 -1.678 -0.375
C 2.932 0.432 0.299
O -1.292 1.683 1.020
H 1.560 2.473 -0.520
C 1.625 -0.380 0.246
C 1.035 -0.436 1.725
C 0.381 0.527 -0.622
H 1.076 0.609 2.102
H -1.797 -2.320 0.280
H 0.373 0.077 -1.577
H 1.354 -1.224 2.322
P -1.086 0.205 0.460
C 0.588 2.084 -0.609
C -3.767 0.203 -0.135
O -0.438 -0.754 1.516
H -4.541 -0.462 0.386
H 3.631 -0.200 0.710
H 2.928 1.218 0.959
H 2.874 -1.927 -0.160
N -2.469 -0.459 -0.032
H -3.721 1.331 0.134
H -0.537 3.574 0.831
H -2.097 -1.947 -1.388
H 0.615 2.258 1.553
H 3.290 0.735 -0.726
*
```

Summary:
HOMO-LUMO gap   11.3 eV
Relative energy (zero: lowest compared OMol25 entry of this formula, charge and spin)   0.0 kcal per mole

---

C9H19NO5 | wB97M-V/def2-TZVPD

ORCA input file:
```
! RIJCOSX wB97M-V def2-TZVPD def2/J DEFGRID3
* xyz 0 1
O -0.844 0.899 -3.341
H 2.318 -1.717 1.763
H 2.035 -3.415 2.269
H 0.139 -1.261 0.873
O 0.951 -1.912 3.342
H 0.389 -0.338 4.395
H -1.320 1.220 0.004
N -0.027 -0.274 1.010
C 0.709 -0.568 3.379
H -0.081 0.365 -1.939
O -0.671 -1.635 -1.655
H -0.603 0.972 2.492
H 0.455 4.225 -1.898
C -0.396 -0.095 2.407
H 2.167 3.548 -2.380
C -0.837 -0.196 -1.390
O 0.219 1.402 -1.471
C -1.914 -2.359 -1.479
H -1.605 -3.358 -1.171
C -1.103 0.158 0.125
H 2.213 1.840 -0.912
H -2.012 -0.318 0.491
H -1.294 -0.642 2.693
C 1.595 -2.423 2.172
H -2.662 -2.033 -0.756
O 0.519 2.725 -3.244
H -1.716 0.214 -1.887
H 0.797 -2.575 1.445
C 1.130 3.390 -2.083
H 1.676 -0.077 3.266
C 1.232 2.275 -1.104
H -2.434 -2.281 -2.434
C 0.037 1.530 -2.835
H 0.938 2.714 -0.150
*
```

Summary:
HOMO-LUMO gap   8.8 eV
Relative energy (zero: lowest compared OMol25 entry of this formula, charge and spin)   214.1 kcal per mole

---

C9H19NOPS | wB97M-V/def2-TZVPD

ORCA input file:
```
! RIJCOSX wB97M-V def2-TZVPD def2/J DEFGRID3
* xyz 1 1
C 0.635 -1.770 1.117
H -1.070 -0.987 -1.912
H 1.513 3.072 1.462
H -2.454 0.118 -1.447
C -2.688 0.357 -0.382
C -1.912 -0.574 0.441
C 0.894 -1.239 2.520
C 0.330 2.116 -0.058
H 0.927 -2.182 -3.246
H -2.077 -0.472 1.555
H -2.402 -1.616 0.398
H 1.315 3.904 -0.320
C 0.848 -2.061 -2.136
H -3.743 0.124 -0.126
H -0.019 3.875 0.848
H 0.285 -3.010 -1.732
S 3.398 0.525 -0.150
H -0.416 2.881 -1.605
H 1.523 -2.201 0.689
H 0.175 0.144 -2.153
C 2.092 -0.203 -0.424
H -0.026 -0.817 2.980
C 0.879 3.358 0.559
N -0.318 2.003 -1.129
H 1.848 -1.824 -1.576
H -0.189 -2.498 1.259
H 1.345 -1.858 3.264
H -2.494 1.466 -0.141
P -0.143 -0.407 0.074
C -0.003 -0.827 -1.684
O 0.321 1.002 0.641
H 1.627 -0.397 2.414
*
```

Summary:
HOMO-LUMO gap   9.9 eV
Relative energy (zero: lowest compared OMol25 entry of this formula, charge and spin)   51.6 kcal per mole

---

C9H19NPPd | wB97M-V/def2-TZVPD

ORCA input file:
```
! RIJCOSX wB97M-V def2-TZVPD def2/J DEFGRID3
* xyz -1 3
C 0.303 0.302 3.169
H -1.297 2.088 -2.535
C -0.265 -0.551 4.128
Pd 0.807 0.291 -0.156
H -0.451 1.072 0.411
P 1.475 -0.270 1.929
C 0.012 1.667 3.181
H 0.435 -2.441 1.666
H 0.786 -1.509 -2.289
H -1.018 3.261 4.193
H 2.211 -2.512 1.343
H -1.443 0.352 -2.211
H -1.986 1.769 5.934
H 3.074 -0.446 3.731
C -1.363 1.355 5.142
H -0.026 1.228 -1.534
H -0.141 0.925 -3.292
C 1.426 -2.093 1.991
H 3.153 1.151 2.904
C -1.072 -0.010 5.133
C 3.064 0.066 2.754
H 3.875 -0.296 2.105
N 1.125 -1.502 -1.331
C -0.741 1.154 -2.410
H 1.596 -2.422 3.024
H -1.471 -0.662 5.917
H 2.140 -1.651 -1.338
H 0.411 2.306 2.403
H 0.708 -2.291 -0.844
C -0.814 2.195 4.169
H -0.104 -1.622 4.124
*
```

Summary:
HOMO-LUMO gap (alpha / beta)   2.6 / 7.1 eV
Relative energy (zero: lowest compared OMol25 entry of this formula, charge and spin)   0.0 kcal per mole
⟨S²⟩   2.00

---

C9H20BeCl2FNNaO10PS3V | wB97M-V/def2-TZVPD

ORCA input file:
```
! RIJCOSX wB97M-V def2-TZVPD def2/J DEFGRID3
* xyz 1 1
O 0.127 -4.067 -7.029
Cl -0.994 0.527 -4.671
H 5.821 -0.396 -2.563
V -3.453 2.574 1.857
N -1.264 3.825 8.400
O -1.769 -2.996 1.953
H -0.713 -2.244 -7.422
H -0.100 -5.006 -7.136
H -2.462 -4.698 -6.843
H -3.069 -3.050 -7.127
O -3.597 4.314 2.055
O -3.310 0.835 1.659
O 3.846 0.962 -4.313
H 0.899 3.743 6.673
H -2.086 -3.423 -5.691
H 0.451 -3.354 -3.989
H 0.650 4.599 8.861
C -1.082 -2.425 1.120
O 3.193 1.429 -1.947
H -2.142 3.466 8.757
H -0.061 4.330 5.302
O -0.829 -2.856 -0.011
P 1.721 -2.839 -3.457
H 2.741 -3.334 -4.358
H 0.180 -1.202 -1.293
Be -1.353 -2.428 -2.161
S 1.545 -0.686 -3.445
O -0.533 -1.328 1.278
S 1.921 -3.540 -1.625
C -1.143 -0.003 -2.872
C 4.748 -0.908 -2.449
C -1.207 3.855 7.038
H -1.084 -3.523 -8.594
H 4.635 -1.310 -1.334
F 0.103 0.764 5.447
S 3.381 0.256 -2.981
H 4.763 -1.810 -3.222
Na -0.197 2.743 4.507
O -2.170 3.468 6.378
C -0.253 4.230 9.347
C -2.222 -3.633 -6.757
H 0.570 0.705 -1.498
C 0.049 4.368 6.390
O -2.353 -0.154 -2.324
H -0.007 3.366 9.969
H -0.677 5.015 9.978
C -0.961 -3.304 -7.529
Cl -0.753 0.037 3.057
H 0.223 5.407 6.682
C 0.280 -0.300 -2.066
*
```

Summary:
HOMO-LUMO gap   2.3 eV

---

C9H20BrN | wB97M-V/def2-TZVPD

ORCA input file:
```
! RIJCOSX wB97M-V def2-TZVPD def2/J DEFGRID3
* xyz 0 1
H 1.129 1.882 0.486
C -1.671 -2.341 0.514
H -1.686 -2.700 1.542
N 0.292 -0.911 0.426
H 0.391 -1.297 2.488
C -1.212 -0.887 0.433
H -0.798 3.732 -0.574
H -0.229 4.291 -2.166
C 0.792 -0.567 1.793
H 1.886 -0.643 1.790
Br -1.597 2.102 2.483
H -0.517 1.535 0.068
C 0.066 3.798 -1.235
H 0.419 -0.266 -1.551
H -2.642 -2.437 0.041
H 0.812 4.448 -0.782
H 0.072 1.943 -2.379
C -0.584 -3.114 -0.234
H -0.446 -4.104 0.203
C 0.692 -2.315 0.068
H -0.752 -3.225 -1.301
H 1.254 -2.701 0.914
H 1.924 -0.163 -0.674
H 1.369 -2.252 -0.780
C 0.610 2.397 -1.543
H 1.667 2.470 -1.835
H -1.594 -0.207 1.204
C 0.857 0.050 -0.594
C 0.504 1.488 -0.317
H 0.503 0.449 2.035
H -1.509 -0.454 -0.526
*
```

Summary:
HOMO-LUMO gap   7.2 eV
Relative energy (zero: lowest compared OMol25 entry of this formula, charge and spin)   0.0 kcal per mole

---

C9H20BrP | wB97M-V/def2-TZVPD

ORCA input file:
```
! RIJCOSX wB97M-V def2-TZVPD def2/J DEFGRID3
* xyz 0 1
H -1.134 -0.434 3.085
C -0.675 0.511 2.804
C 0.908 1.701 1.292
H 0.171 2.411 0.921
H 1.177 -1.661 -2.647
H -1.045 -0.630 -3.529
C 0.265 0.355 1.608
H 1.379 1.204 -1.494
H -1.820 -1.900 1.578
C 0.479 0.965 -2.054
H 0.457 -2.394 -1.209
H 1.695 1.602 0.550
H -0.116 0.879 3.663
H 0.754 0.887 -3.105
H -1.743 -1.658 -2.284
C -0.146 -0.343 -1.593
H 1.819 -0.488 2.825
H -2.137 0.068 -2.336
P -0.869 -0.162 0.170
H -1.461 1.230 2.577
C 1.320 -0.712 1.883
C -1.345 -0.666 -2.482
H 2.077 -0.728 1.101
Br -1.008 4.320 -1.225
C 0.875 -1.476 -1.618
H -2.091 -2.211 -0.194
H -0.220 1.791 -1.950
H 1.356 2.115 2.193
H 0.874 -1.702 1.957
H 1.765 -1.216 -1.050
C -1.560 -1.660 0.562
*
```

Summary:
HOMO-LUMO gap (alpha / beta)   4.0 / 4.0 eV
Relative energy (zero: lowest compared OMol25 entry of this formula, charge and spin)   23.6 kcal per mole

---

C9H20CdN2O4Se2 | wB97M-V/def2-TZVPD

ORCA input file:
```
! RIJCOSX wB97M-V def2-TZVPD def2/J DEFGRID3
* xyz -2 1
H -0.265 2.348 -4.971
H 1.706 0.137 -1.050
H 1.109 -3.721 -1.217
O 0.435 0.051 4.496
H -1.680 2.000 1.591
Se -2.592 -1.908 1.579
C -0.973 1.279 1.178
Se 0.530 2.354 0.453
H 0.744 -0.758 4.061
H 1.689 -2.274 -0.383
H 0.925 1.498 3.081
H -0.471 3.343 -3.618
H -0.233 -2.386 2.464
C 1.341 -2.106 -2.598
N -2.124 1.897 -2.437
C 0.053 0.943 3.443
O 0.619 -1.900 2.482
O -1.720 0.541 -4.211
H -2.673 0.255 2.871
C 2.546 -0.227 -1.657
H -1.446 0.760 0.341
H 3.083 0.633 -2.058
H -0.641 1.669 3.882
O 2.066 -0.970 -2.774
H 3.223 -0.806 -1.022
C -0.603 0.243 2.240
H -1.680 2.580 -1.831
H -2.415 1.083 -1.918
H 2.778 -3.173 -1.447
C -1.565 1.613 -3.638
H 1.350 -0.268 1.490
C 1.738 -2.837 -1.320
C 0.390 -0.763 1.644
Cd -0.824 -1.272 -2.017
C -1.872 -0.473 2.737
H -1.672 -0.936 3.702
N -0.882 2.665 -4.242
H 0.005 -1.114 0.674
*
```

Summary:
HOMO-LUMO gap   5.3 eV
Relative energy (zero: lowest compared OMol25 entry of this formula, charge and spin)   30.1 kcal per mole

---

C9H20Cl4N2O7 | wB97M-V/def2-TZVPD

ORCA input file:
```
! RIJCOSX wB97M-V def2-TZVPD def2/J DEFGRID3
* xyz -1 2
N -6.253 2.255 -11.511
H -2.034 -5.619 -7.326
C -7.462 1.476 -11.123
O -2.705 -4.832 -9.123
H -9.120 -2.146 -7.611
H -8.259 1.672 -11.840
C -2.601 -4.776 -7.720
Cl -8.977 -4.453 -12.120
H -7.775 1.785 -10.125
O -11.182 -5.023 -7.682
H -4.492 -5.126 -12.897
H -5.740 -4.837 -11.683
Cl -7.682 -7.447 -11.467
H -10.348 -6.321 -11.690
H -1.968 -3.956 -7.380
H -12.381 -6.959 -6.950
H -9.148 -7.011 -9.559
C -3.892 -5.302 -9.646
Cl -9.224 -0.920 -9.654
H -13.863 -5.818 -7.170
O -4.913 -5.616 -8.978
H -3.599 -4.703 -7.288
C -7.403 -2.801 -8.775
H -7.216 0.414 -11.113
O -12.523 -3.781 -6.507
C -4.792 -5.341 -11.871
O -5.465 1.978 -12.424
C -8.860 -2.331 -8.653
N -12.181 -4.858 -6.986
H -7.221 -3.757 -8.284
H -9.399 -3.225 -8.968
C -9.796 -5.622 -11.061
Cl -6.097 -1.630 -8.355
H -7.981 -5.707 -9.798
H -10.549 -5.118 -10.456
C -12.990 -6.128 -6.595
C -8.629 -6.418 -10.312
H -5.004 -6.408 -11.816
H -13.265 -6.128 -5.540
O -3.837 -4.902 -10.929
H -7.251 -3.210 -9.774
O -6.017 3.207 -10.768
*
```

Summary:
HOMO-LUMO gap (alpha / beta)   2.7 / 6.6 eV
⟨S²⟩   0.75

---

C9H20ClF3MgO7S | wB97M-V/def2-TZVPD

ORCA input file:
```
! RIJCOSX wB97M-V def2-TZVPD def2/J DEFGRID3
* xyz 0 1
H 3.581 2.042 -0.629
C -5.497 -0.797 1.834
H 0.038 -2.015 3.033
H -2.206 1.783 -3.107
O -5.081 -0.951 -0.889
O 1.017 -1.059 -1.594
O -3.103 -1.010 0.595
O 2.133 1.498 0.725
C 0.928 -1.447 3.305
H 1.478 -3.064 -2.240
C 1.804 -2.308 -1.526
O -4.588 -2.924 0.528
H -1.420 2.962 -2.042
Cl -1.669 2.762 2.481
O -0.564 1.029 -2.248
C -1.245 2.148 -2.746
S -4.474 -1.486 0.333
H 0.719 -1.023 4.287
H 3.564 0.089 1.022
H 1.873 0.007 -3.119
F -4.822 -0.896 3.061
C 2.730 2.503 -0.127
H 2.096 2.820 -0.955
H 2.875 -2.181 -1.681
H 2.161 1.055 3.511
H 3.192 -0.379 3.280
C 1.005 -0.642 -3.006
H 1.672 -2.210 3.535
H -0.739 2.550 -3.623
H 1.098 -1.540 -3.616
O 1.355 -0.452 2.336
H 1.712 -2.509 -0.458
H -0.062 0.632 -4.324
C 3.084 0.895 1.577
H 3.894 1.552 1.893
C 2.455 0.272 2.811
F -5.941 0.473 1.611
H 3.096 3.427 0.322
C -0.280 0.116 -3.389
H -1.061 -0.640 -3.462
Mg -0.295 0.552 0.653
F -6.512 -1.630 2.046
*
```

Summary:
HOMO-LUMO gap   6.3 eV
Relative energy (zero: lowest compared OMol25 entry of this formula, charge and spin)   0.0 kcal per mole

---

C9H20F3NO4S | wB97M-V/def2-TZVPD

ORCA input file:
```
! RIJCOSX wB97M-V def2-TZVPD def2/J DEFGRID3
* xyz 0 1
S 3.559 -4.216 2.634
H -2.560 -1.478 -0.803
H -1.160 0.009 -2.645
F 1.083 -4.010 3.698
H 1.249 1.883 -2.339
H 1.321 3.394 -0.733
H -3.398 2.265 0.535
O 3.994 -3.565 3.846
H -0.307 2.509 -2.883
C -1.930 -1.715 0.062
H 0.275 1.532 1.103
H -0.253 4.066 -1.236
F 1.653 -2.465 2.316
O -1.316 -0.527 0.552
H -2.106 1.015 -1.091
N -0.245 1.984 -0.871
O 3.986 -3.568 1.392
H -1.969 1.682 1.367
H 1.507 1.141 -0.099
C 1.760 -3.784 2.570
C 0.173 1.722 -2.302
H 0.033 3.609 0.465
C -0.166 0.368 -2.903
F 1.131 -4.427 1.584
H 0.569 -0.388 -2.640
H -2.560 -2.124 0.848
H -2.087 3.377 0.866
H 0.278 -0.919 -0.717
H 0.662 -0.829 0.986
C -1.753 1.990 -0.778
C 0.247 3.368 -0.570
H -0.127 0.463 -3.988
O 3.564 -5.657 2.610
C 0.443 1.074 0.130
H -2.086 2.717 -1.521
C 0.044 -0.382 0.199
C -2.314 2.350 0.582
H -1.194 -2.467 -0.224
*
```

Summary:
HOMO-LUMO gap   6.7 eV